{"formula": "C38H111N3O29", "method": "ωB97M-V/def2-TZVPD", "elements": ["C", "C", "C", "O", "C", "N", "H", "H", "H", "H", "H", "H", "H", "H", "H", "H", "H", "C", "C", "C", "O", "C", "N", "H", "H", "H", "H", "H", "H", "H", "H", "H", "H", "H", "C", "C", "C", "O", "C", "N", "H", "H", "H", "H", "H", "H", "H", "H", "H", "H", "H", "C", "C", "O", "O", "H", "H", "H", "H", "H", "H", "C", "C", "O", "O", "H", "H", "H", "H", "H", "H", "C", "C", "O", "O", "H", "H", "H", "H", "H", "H", "C", "C", "O", "O", "H", "H", "H", "H", "H", "H", "C", "C", "O", "O", "H", "H", "H", "H", "H", "H", "C", "C", "O", "O", "H", "H", "H", "H", "H", "H", "C", "C", "O", "O", "H", "H", "H", "H", "H", "H", "C", "C", "O", "O", "H", "H", "H", "H", "H", "H", "C", "C", "O", "O", "H", "H", "H", "H", "H", "H", "C", "C", "O", "O", "H", "H", "H", "H", "H", "H", "C", "C", "O", "O", "H", "H", "H", "H", "H", "H", "C", "C", "O", "O", "H", "H", "H", "H", "H", "H", "C", "C", "O", "O", "H", "H", "H", "H", "H", "H"], "coordinates": [[-0.05721, -1.98596, -0.51355], [-1.23865, -1.07481, -0.96629], [-0.89709, 0.40484, -0.59814], [-0.79856, 0.59306, 0.80597], [-0.33402, 1.86936, 1.04376], [-1.49479, -1.25653, -2.39835], [-0.17366, -3.06620, -0.60088], [0.02203, -1.84784, 0.56475], [0.89586, -1.77709, -0.99949], [-2.06152, -1.49473, -0.38779], [-1.71419, 1.04332, -0.93399], [-0.00717, 0.71533, -1.14562], [-0.41967, 2.11341, 2.10263], [-0.92430, 2.60276, 0.49440], [0.72150, 1.85951, 0.77193], [-0.58013, -1.03380, -2.76427], [-1.53934, -2.25566, -2.53925], [-2.30266, 1.26296, 4.43383], [-2.12494, -0.20011, 4.11276], [-3.24050, -0.60468, 3.10188], [-2.98996, -1.91760, 2.51274], [-4.01530, -2.59099, 1.76816], [-0.78918, -0.45901, 3.58342], [-2.28721, 1.93001, 3.57191], [-1.46563, 1.63129, 5.02698], [-3.19996, 1.45486, 5.02216], [-2.16342, -0.90718, 4.94142], [-3.37519, 0.09376, 2.27596], [-4.15726, -0.59918, 3.69148], [-4.20786, -2.04861, 0.84250], [-5.01253, -2.64711, 2.20460], [-3.63449, -3.57115, 1.48116], [-0.74012, -0.02225, 2.67406], [-0.69676, -1.44508, 3.38541], [-0.14956, -3.87100, 4.58765], [-1.15361, -4.67287, 3.76035], [-2.53823, -4.61314, 4.50757], [-2.33290, -5.53008, 5.55972], [-3.46622, -5.75658, 6.42320], [-1.16173, -3.99386, 2.50558], [0.00930, -4.37694, 5.53996], [-0.56670, -2.88164, 4.77548], [0.81108, -3.84725, 4.07316], [-0.81467, -5.70678, 3.69527], [-3.31369, -5.02875, 3.86412], [-2.90303, -3.65064, 4.86617], [-3.75190, -4.91022, 7.04783], [-3.26797, -6.60077, 7.08360], [-4.32926, -6.07272, 5.83728], [-0.21665, -3.82904, 2.18973], [-1.62432, -3.11087, 2.66817], [-4.57706, 2.62439, 0.93345], [-4.43750, 3.90203, 1.79583], [-3.15050, 4.47186, 1.72247], [-5.81646, 1.99822, 1.25811], [-3.74375, 1.93254, 1.05605], [-4.51478, 2.74733, -0.14780], [-4.73621, 3.72618, 2.82924], [-5.19210, 4.59873, 1.43074], [-2.89548, 4.49351, 0.79722], [-5.83415, 1.13166, 0.84537], [3.69436, -5.55440, 0.47061], [2.23766, -5.12743, 0.81574], [2.23413, -4.43301, 2.08326], [4.04538, -6.76600, 1.11292], [4.47175, -4.80438, 0.61637], [3.81239, -5.68661, -0.60488], [1.58548, -6.00024, 0.84676], [1.81926, -4.38078, 0.14080], [2.80619, -4.96143, 2.64461], [4.91739, -7.01222, 0.79578], [1.01795, 2.77042, -3.09592], [1.88519, 3.85377, -3.83348], [1.05671, 4.85870, -4.41364], [0.24793, 3.40698, -2.06880], [1.64631, 1.90254, -2.89578], [0.24869, 2.42713, -3.78764], [2.41379, 3.41971, -4.68217], [2.48703, 4.22290, -3.00304], [0.27420, 5.07947, -3.90321], [0.88359, 3.78747, -1.45826], [0.22286, -6.36337, -3.94233], [0.96062, -5.82536, -2.66841], [2.37283, -5.82628, -2.81530], [-1.20880, -6.30919, -3.92377], [0.72670, -7.23030, -4.36972], [0.55908, -5.65692, -4.70126], [0.65218, -6.40883, -1.80093], [0.63648, -4.78966, -2.56664], [2.62597, -6.71621, -3.07132], [-1.46994, -7.21805, -4.08922], [1.15163, 6.58389, -0.17431], [2.35998, 5.58237, 0.10442], [1.95045, 4.19228, 0.00337], [1.28535, 7.67100, 0.80023], [0.22714, 6.11901, 0.16820], [1.18255, 7.02751, -1.16947], [2.68618, 5.72233, 1.13501], [3.20281, 5.71461, -0.57400], [2.46816, 3.64802, 0.60117], [0.40028, 8.03258, 0.88685], [-3.08945, 2.26432, -4.23054], [-4.09355, 2.17861, -2.98697], [-5.04486, 1.09879, -3.03064], [-3.64795, 3.01551, -5.27128], [-2.86953, 1.21501, -4.42721], [-2.24463, 2.74451, -3.73677], [-4.65394, 3.10091, -2.83390], [-3.53034, 2.19336, -2.05387], [-4.65564, 0.22123, -3.02808], [-3.01165, 3.17442, -5.97233], [4.25353, -2.59410, -2.92153], [5.52301, -3.13533, -2.21905], [5.97378, -4.36988, -2.76594], [2.94191, -2.99036, -2.48323], [4.24622, -2.76521, -3.99800], [4.33556, -1.53354, -2.68366], [5.46104, -3.30253, -1.14373], [6.32102, -2.39814, -2.30755], [6.16590, -4.09987, -3.66693], [2.83907, -3.93511, -2.61917], [6.08648, 2.90748, 2.51258], [4.55490, 3.17689, 2.63710], [3.70196, 2.66093, 1.58954], [6.40886, 1.53912, 2.71675], [6.64176, 3.57755, 3.16891], [6.40596, 3.17111, 1.50435], [4.35195, 4.24517, 2.71261], [4.21628, 2.75256, 3.58229], [3.50761, 1.74440, 1.79882], [6.53929, 1.52224, 3.66769], [-2.05225, 6.49236, -2.57750], [-2.93205, 5.46183, -1.81297], [-2.10901, 4.54449, -1.04991], [-1.37372, 5.92769, -3.66485], [-1.26774, 6.86719, -1.92012], [-2.68747, 7.27737, -2.98782], [-3.33829, 4.87028, -2.63342], [-3.68889, 5.93000, -1.18358], [-1.44295, 4.25342, -1.67700], [-1.98704, 6.06581, -4.39035], [-3.91598, -3.72607, -3.18910], [-4.76942, -3.03628, -2.06908], [-4.37373, -1.66042, -2.09495], [-2.55802, -3.91397, -2.74119], [-4.02936, -3.23621, -4.15621], [-4.40954, -4.68447, -3.35021], [-4.53568, -3.52243, -1.12192], [-5.83920, -3.18801, -2.21277], [-3.42795, -1.69445, -2.25602], [-2.18638, -4.67466, -3.19379], [1.06699, 6.31269, 4.45786], [1.27507, 4.82414, 4.13117], [1.05741, 3.97271, 5.25875], [1.99544, 6.85826, 5.31758], [0.09641, 6.59350, 4.86676], [1.10185, 6.97119, 3.58996], [2.27146, 4.83100, 3.68928], [0.63883, 4.54747, 3.29049], [1.56678, 4.31057, 5.99902], [1.54833, 7.24108, 6.07596], [0.86468, -0.67430, -4.99099], [2.20299, -0.15312, -5.50939], [2.97488, -1.26416, -5.89747], [0.92281, -0.98619, -3.63163], [0.42691, -1.49331, -5.56168], [0.08549, 0.08746, -4.96490], [2.74675, 0.34743, -4.70822], [2.18188, 0.46962, -6.40373], [2.58915, -1.79544, -6.59786], [1.62470, -1.60116, -3.40634], [3.16912, -1.11706, 1.68858], [3.69378, -1.04013, 0.25767], [5.08946, -0.79078, 0.32130], [3.19694, 0.17588, 2.30827], [3.81229, -1.83992, 2.19049], [2.16388, -1.53509, 1.74178], [3.31707, -0.19154, -0.31338], [3.35318, -1.94756, -0.24097], [5.12416, -0.01244, 0.88218], [3.02552, 0.27102, 3.24804]], "spin_multiplicity": 2, "e_homo_ev": [0.23, -6.50], "homo_lumo_gap_ev": [1.390, 8.116], "total_charge": -1, "lumo_energy_ha": [0.0596, 0.0595]}



{"formula": "C38H16Cl5GdN8O", "method": "ωB97M-V/def2-TZVPD", "elements": ["Gd", "C", "C", "C", "C", "C", "N", "C", "N", "C", "C", "C", "C", "C", "C", "C", "C", "N", "C", "N", "C", "N", "C", "N", "C", "N", "C", "C", "C", "C", "C", "C", "C", "C", "C", "C", "C", "C", "N", "C", "C", "H", "H", "H", "H", "H", "H", "H", "H", "H", "H", "H", "H", "H", "H", "H", "H", "Cl", "C", "C", "Cl", "C", "Cl", "C", "O", "C", "Cl", "C", "Cl"], "coordinates": [[-0.28803, -0.67867, 0.43993], [3.85638, 0.42100, 5.69616], [2.90020, 1.29683, 6.13766], [1.89431, 1.65187, 5.33247], [1.85974, 1.04852, 4.08873], [0.88975, 1.09272, 3.04686], [1.19483, 0.11542, 2.03368], [2.38056, -0.33088, 2.27341], [3.22794, -1.06265, 1.50865], [3.02234, -1.39480, 0.27472], [3.91129, -2.11442, -0.58298], [5.16777, -2.62587, -0.30978], [5.88336, -3.19040, -1.32487], [5.31546, -3.37465, -2.60812], [4.01186, -2.89904, -2.83492], [3.35200, -2.14913, -1.83045], [2.06952, -1.42547, -1.77333], [1.28806, -1.19439, -2.81642], [0.15656, -0.41195, -2.75544], [-0.46292, 0.12097, -1.74854], [-1.51652, 0.91317, -2.12518], [-2.07209, 1.87667, -1.48382], [-1.64240, 2.21578, -0.17513], [-0.96624, 1.51749, 0.78170], [-0.90300, 2.26684, 1.94795], [-0.14268, 1.93546, 3.01448], [-1.59833, 3.54423, 1.72568], [-1.87095, 4.59450, 2.56760], [-2.50241, 5.73876, 2.04029], [-3.00905, 5.63495, 0.69243], [-2.79481, 4.57484, -0.07061], [-2.05530, 3.46787, 0.44402], [-1.58221, 0.85602, -3.63695], [-2.46381, 1.44890, -4.51302], [-2.24597, 1.23626, -5.95125], [-1.16436, 0.44259, -6.29996], [-0.36043, -0.16961, -5.34851], [-0.51163, 0.00081, -3.99103], [1.88522, -1.03805, -0.43436], [2.83872, 0.13767, 3.58686], [3.90403, -0.11847, 4.41175], [4.73902, 0.08311, 6.22709], [3.01193, 1.89864, 7.03406], [1.14391, 2.40510, 5.60915], [5.64987, -2.56930, 0.61418], [6.99279, -3.40951, -1.28005], [5.85538, -3.83774, -3.46601], [3.64890, -3.05120, -3.83962], [-1.48851, 4.67022, 3.58949], [-2.71473, 6.59769, 2.61695], [-3.52692, 6.49518, 0.25713], [-3.09841, 4.54798, -1.13130], [-3.30600, 1.94397, -4.10707], [-2.78325, 1.74332, -6.70554], [-1.12832, 0.22040, -7.37469], [0.42992, -0.80622, -5.80762], [4.68064, -0.80065, 4.10504], [-7.05882, -4.23522, 0.13420], [-5.38686, -3.78979, 0.31746], [-5.13112, -2.50923, 0.80139], [-6.31430, -1.35300, 1.26078], [-3.75742, -2.05913, 0.88153], [-3.33529, -0.42595, 1.34668], [-2.72881, -2.94018, 0.42199], [-1.49460, -2.50553, 0.43098], [-3.06275, -4.22545, -0.01821], [-1.71850, -5.27650, -0.33711], [-4.36546, -4.62802, -0.13436], [-4.60907, -6.15466, -0.87689]], "spin_multiplicity": 8, "e_homo_ev": [-6.92, -6.61], "homo_lumo_gap_ev": [5.079, 3.771], "lumo_energy_ha": [-0.0676, -0.1043]}